*A*
ORCA calculation (the ωB97M-V functional and the def2-TZVPD basis) on a molecular structure, C6H14O.

Last column: natural (NBO) charge in e.
Positions of all 21 atoms, in Å:
C 2.41011 -1.47976 -0.68872  -0.21
O 1.16742 -1.10263 -0.48116  -0.36
C 0.78448 -0.03791 0.15009  0.12
C -0.69134 0.22802 0.27502  -0.14
C -0.87331 1.72755 0.54346  -0.59
C -1.41997 -0.16245 -1.01592  -0.60
C -1.26910 -0.57547 1.45748  -0.60
H 2.53893 0.39592 -1.58625  -0.01
H 2.49462 -2.41645 -1.22092  0.18
H 3.16734 -1.14084 0.01179  0.16
H 2.02324 0.93146 -1.35833  -0.03
H 1.50320 0.42393 0.82780  0.17
H -0.32511 2.03940 1.44119  0.21
H -1.93264 1.96141 0.70092  0.21
H -0.50934 2.32284 -0.30114  0.22
H -1.30192 -1.22964 -1.22990  0.22
H -1.02633 0.39979 -1.86973  0.22
H -2.49137 0.05042 -0.92374  0.21
H -1.13859 -1.65137 1.29545  0.21
H -2.34128 -0.37466 1.57610  0.21
H -0.76904 -0.30956 2.39651  0.21

Highest occupied orbital energy (spin up / spin down) = -7.218 / -7.364 eV
Spin multiplicity = 1
HOMO-LUMO gap (spin up / spin down) = 7.986 / 8.173 eV

---

*B*
ORCA calculation (the ωB97M-V functional and the def2-TZVPD basis) on a single C6H14O molecule.

Last column: natural (NBO) charge in e.
Positions of all 21 atoms, in Å:
C 1.74428 1.66594 2.33205  -0.60
C 0.33493 1.25241 1.93408  -0.39
C 0.35105 -0.01193 1.07238  -0.39
C -0.85150 -0.16052 0.14278  -0.41
C -0.52308 -1.00971 -1.07334  -0.05
O -1.52020 -0.83248 -2.04598  -0.54
C -1.15652 -1.39697 -3.27640  -0.25
H 1.73316 2.55441 2.97172  0.21
H 2.32653 1.89820 1.43487  0.20
H 2.26638 0.86008 2.86340  0.20
H -0.27801 1.10862 2.83116  0.20
H -0.12879 2.07535 1.36989  0.19
H 1.25717 0.02821 0.45272  0.19
H 0.46442 -0.90028 1.70725  0.20
H -1.13508 0.83007 -0.23058  0.21
H -1.72586 -0.56264 0.66916  0.21
H 0.45022 -0.69095 -1.48631  0.15
H -0.41991 -2.07765 -0.81474  0.16
H -0.18989 -1.00108 -3.62977  0.16
H -1.92887 -1.13489 -4.00283  0.19
H -1.07042 -2.49418 -3.22151  0.16

Highest occupied orbital energy = -9.797 eV
SMILES = CCCCCOC
Spin multiplicity = 1
HOMO-LUMO gap = 10.947 eV

---

Of them, *A* has the lowest stability.

---

*A*
ORCA calculation (the ωB97M-V functional and the def2-TZVPD basis) on 2 unconnected molecules or ions with the total composition C6H14O.

Last column: natural (NBO) charge in e.
Positions of all 21 atoms, in Å:
C -1.53370 -0.99937 1.73224  -0.45
C -0.68745 -1.12544 0.69234  0.07
C -0.86008 -2.14152 -0.41434  -0.45
C -1.95115 -3.17557 -0.14535  -0.61
C 0.58704 -0.28031 0.64381  -0.44
C 0.53741 1.03497 1.40143  -0.61
H -2.43266 -1.59659 1.77446  0.20
H -1.14418 -0.56168 2.63970  0.20
H 0.08186 -2.69873 -0.41570  0.21
H -1.09478 -1.66873 -1.36979  0.22
H -1.90592 -3.45342 0.90995  0.21
H -2.02337 -4.05867 -0.76864  0.22
H -2.95071 -2.72201 -0.22198  0.20
H 0.74436 -0.16040 -0.42784  0.21
H 1.39955 -0.93380 0.99303  0.21
H -0.33015 1.61370 1.07431  0.21
H 1.45994 1.59326 1.26262  0.21
H 0.39188 0.92164 2.47598  0.20
O 3.18920 5.40198 -3.02193  -0.93
H 2.35276 5.77901 -2.79089  0.47
H 2.96271 4.76470 -3.72643  0.47

Highest occupied orbital energy = -9.149 eV
SMILES = C=C(CC)CC.O
Spin multiplicity = 1
HOMO-LUMO gap = 10.025 eV

---

*B*
ORCA calculation (the ωB97M-V functional and the def2-TZVPD basis) on a molecular structure, C6H14O.

Last column: natural (NBO) charge in e.
Positions of all 21 atoms, in Å:
C -0.22110 0.93426 -1.76212  -0.63
C 0.84398 0.58873 -0.77492  -0.11
C 1.69886 -0.90197 -1.67349  -0.72
C 0.47507 0.16920 0.61794  -0.55
C -0.92170 -0.00133 1.06412  0.08
C -1.03540 -0.60970 2.44176  -0.62
O -1.57305 1.24830 1.02037  -0.72
H 0.21666 1.07386 -2.75203  0.21
H -0.74075 1.84224 -1.46139  0.23
H -0.96827 0.13966 -1.83999  0.21
H 1.68756 1.25418 -0.74743  0.21
H 2.14935 -0.42717 -2.54433  0.20
H 0.96332 -1.66419 -2.00334  0.20
H 2.48128 -1.41315 -1.07421  0.20
H 1.19947 0.37724 1.40790  0.22
H 0.81096 -0.71311 -0.08455  0.34
H -1.39938 -0.66195 0.33175  0.15
H -0.56673 0.03035 3.19109  0.21
H -0.54054 -1.57843 2.47163  0.22
H -2.06877 -0.76437 2.76787  0.20
H -2.47319 1.04452 1.30389  0.46

Highest occupied orbital energy = -8.305 eV
Spin multiplicity = 1
HOMO-LUMO gap = 9.252 eV

---

Of them, *B* has the lowest stability.

---

*A*
ORCA calculation (the ωB97M-V functional and the def2-TZVPD basis) on a single CH2Cl2 molecule.

Last column: natural (NBO) charge in e.
Positions of all 5 atoms, in Å:
Cl -0.89901 -0.33174 1.43490  -0.06
C 0.10812 0.08186 -0.02156  -0.39
Cl -0.21435 -0.82146 -1.49554  -0.01
H -0.15915 1.13367 -0.12340  0.22
H 1.16439 -0.06234 0.20560  0.22

Highest occupied orbital energy = -11.041 eV
SMILES = ClCCl
Spin multiplicity = 1
HOMO-LUMO gap = 11.990 eV

---

*B*
ORCA calculation (the ωB97M-V functional and the def2-TZVPD basis) on a single CH2Cl2 molecule.

Last column: natural (NBO) charge in e.
Positions of all 5 atoms, in Å:
Cl -20.03838 20.61970 11.75143  -0.04
C -18.79470 19.63718 12.58012  -0.39
Cl -18.01938 20.51716 13.89138  -0.01
H -19.26503 18.74396 12.96661  0.22
H -18.06942 19.42405 11.80572  0.22

Highest occupied orbital energy = -11.086 eV
SMILES = ClCCl
Spin multiplicity = 1
HOMO-LUMO gap = 12.085 eV

---

Of them, *A* has the lowest stability.

---

*A*
ORCA calculation (the ωB97M-V functional and the def2-TZVPD basis) on a single C5H8N2S molecule.

Last column: natural (NBO) charge in e.
Positions of all 16 atoms, in Å:
C 0.36365 4.20583 -0.12323  -0.08
N 0.49648 2.96972 0.19632  -0.28
N -0.35883 2.14648 -0.53708  -0.35
C -0.26610 0.94738 -0.10126  -0.07
S -1.14577 -0.38918 -0.80054  0.31
C -0.66194 -1.70736 0.31306  -0.39
C -0.39321 -3.01739 -0.36677  -0.41
C 0.73709 -2.24206 0.25205  -0.42
H -0.40470 4.55805 -0.82567  0.17
H 0.98408 4.88680 0.39413  0.18
H 0.34846 0.76938 0.83390  0.20
H -1.23226 -1.70062 1.26189  0.24
H -0.50463 -3.03012 -1.43367  0.22
H -0.65337 -3.96133 0.11757  0.22
H 1.19164 -2.64173 1.19051  0.22
H 1.49939 -1.79385 -0.37120  0.23

Highest occupied orbital energy = -8.735 eV
SMILES = C=N/N=C/SC1CC1
Spin multiplicity = 1
HOMO-LUMO gap = 9.579 eV

---

*B*
ORCA calculation (the ωB97M-V functional and the def2-TZVPD basis) on a single C5H8N2S molecule.

Last column: natural (NBO) charge in e.
Positions of all 16 atoms, in Å:
C 2.21951 0.16815 0.00144  -0.63
C 0.81523 -0.26523 -0.07367  -0.14
C 0.36988 -1.53931 -0.04693  -0.05
N -1.02071 -1.58587 -0.09587  -0.52
C -1.44650 -0.30822 -0.08352  -0.12
S -3.15725 0.05910 -0.10310  -0.02
C -0.36437 0.54497 -0.03759  0.11
N -0.33782 1.91755 0.01269  -0.81
H 2.43556 0.91980 0.78100  0.22
H 2.54782 0.62285 -0.97043  0.21
H 2.85653 -0.71951 0.14880  0.22
H 0.88637 -2.47262 0.09790  0.20
H -1.65306 -2.36033 -0.01830  0.42
H -3.30644 0.43775 1.20262  0.13
H 0.40083 2.26712 -0.58633  0.37
H -1.24558 2.31380 -0.22872  0.38

Highest occupied orbital energy = -7.490 eV
SMILES = Cc1c[nH]c(S)c1N
Spin multiplicity = 1
HOMO-LUMO gap = 8.334 eV

---

Of them, *A* has the lowest stability.

---

*A*
ORCA calculation (the ωB97M-V functional and the def2-TZVPD basis) on 4 unconnected molecules or ions with the total composition C6H18ClO3S.

Last column: natural (NBO) charge in e.
Positions of all 29 atoms, in Å:
Cl 0.53806 -1.87921 -0.66944  -0.86
C -4.50334 -2.15214 -1.65920  -0.62
C -3.22793 -1.98137 -0.63289  -0.04
O -2.33532 -0.95563 -1.02362  -0.77
H -4.04838 -2.29798 -2.53060  0.20
H -5.11183 -1.12562 -1.52688  0.20
H -5.10829 -3.00319 -1.33314  0.19
H -2.61150 -2.80825 -0.51059  0.17
H -3.71301 -1.86929 0.36502  0.12
H -1.44697 -1.10860 -0.90675  0.51
C 4.27462 1.29010 0.15849  -0.63
C 3.39341 0.47599 -0.82412  -0.07
O 2.69282 -0.53609 -0.14215  -0.79
H 4.95684 2.12891 -0.40431  0.18
H 5.21558 0.79208 0.41418  0.20
H 3.86861 1.66470 1.09269  0.21
H 3.99307 0.03316 -1.64951  0.15
H 2.58364 1.11387 -1.22767  0.15
H 2.22485 -1.19851 -0.72312  0.49
C -0.42868 0.36429 2.04164  -0.90
S -1.06902 1.75905 1.19742  1.31
O -1.26047 2.74260 2.24744  -1.03
C 0.42996 2.19492 0.33554  -0.87
H -0.28446 -0.54939 1.52658  0.28
H -1.39209 0.05912 2.81059  0.22
H 0.54282 0.42729 2.79976  0.23
H 0.59095 1.24466 -0.34874  0.27
H 1.10877 2.05530 1.25113  0.24
H 0.12730 3.11922 -0.12775  0.23

Charge = -1
Highest occupied orbital energy = -5.068 eV
Spin multiplicity = 1
HOMO-LUMO gap = 8.438 eV

---

*B*
ORCA calculation (the ωB97M-V functional and the def2-TZVPD basis) on 4 unconnected molecules or ions with the total composition C6H18ClO3S.

Last column: natural (NBO) charge in e.
Positions of all 29 atoms, in Å:
Cl 4.31700 49.86000 35.13300  -0.94
C 6.78400 53.61100 37.59100  -0.63
C 6.23500 52.31600 36.80300  -0.02
O 5.28200 51.74300 37.47800  -0.73
H 5.97400 54.21300 37.98600  0.21
H 7.43900 54.15900 36.86600  0.19
H 7.41600 53.19100 38.33200  0.19
H 6.97400 51.59000 36.45300  0.14
H 5.81800 52.68800 35.96900  0.14
H 5.14100 51.04600 36.93900  0.50
C 5.86700 52.24700 30.89700  -0.62
C 5.78800 51.78000 32.30200  -0.05
O 4.42300 51.91900 32.52900  -0.77
H 5.07400 51.78100 30.23100  0.21
H 6.89500 52.43100 30.44800  0.18
H 5.49500 53.15400 31.12100  0.21
H 6.18800 52.37400 32.90300  0.14
H 6.14000 50.76000 32.58700  0.16
H 4.27700 51.49300 33.46300  0.51
C 2.22800 46.89900 36.63500  -0.84
S 1.38500 47.29900 38.19400  1.21
O 1.12700 45.87000 38.78100  -1.00
C 2.84700 47.74100 39.09700  -0.85
H 3.22500 46.57000 36.69200  0.24
H 2.49200 47.78800 36.15100  0.27
H 1.75200 46.25400 35.88400  0.24
H 2.74500 47.86500 40.13000  0.24
H 3.32600 48.56200 38.71400  0.24
H 3.49800 46.83700 39.43400  0.25

Charge = -1
Highest occupied orbital energy = -5.340 eV
Spin multiplicity = 1
HOMO-LUMO gap = 8.431 eV

---

Of them, *B* has the lowest stability.

---

*A*
ORCA calculation (the ωB97M-V functional and the def2-TZVPD basis) on a gas-phase ion, C3H9N2 (charge +1).

Last column: natural (NBO) charge in e.
Positions of all 14 atoms, in Å:
C 0.54475 1.04752 2.01217  -0.62
C 0.20040 1.29890 0.52325  -0.22
N -0.33715 0.02286 -0.01751  -0.51
C -0.33802 -0.55418 -1.20381  0.44
N -0.12866 -1.84817 -1.48604  -0.76
H 1.37024 1.68931 2.31820  0.25
H -0.28483 1.35062 2.63991  0.23
H 0.71005 -0.02978 2.08723  0.22
H -0.61778 2.02524 0.39096  0.22
H 1.03347 1.65626 -0.06189  0.23
H -1.00312 -0.42197 0.61722  0.41
H -0.26836 0.17746 -2.01377  0.21
H -0.72363 -2.54793 -1.06541  0.44
H 0.52131 -2.01239 -2.23106  0.45

Charge = +1
Highest occupied orbital energy = -15.203 eV
SMILES = CC/[NH+]=C/N
Spin multiplicity = 1
HOMO-LUMO gap = 10.159 eV

---

*B*
ORCA calculation (the ωB97M-V functional and the def2-TZVPD basis) on a gas-phase ion, C3H9N2 (charge +1).

Last column: natural (NBO) charge in e.
Positions of all 14 atoms, in Å:
C -0.92521 -1.10878 0.53503  0.13
N 0.01299 -0.51502 -0.08699  -0.21
C 0.30198 -0.82022 -1.50998  -0.42
C 0.68113 0.65744 0.55173  -0.06
N -0.25730 1.67397 0.83384  -0.85
H -1.11455 -0.80143 1.55328  0.22
H -1.51435 -1.86269 0.02342  0.23
H 0.59496 0.09742 -1.99949  0.24
H 1.06439 -1.58986 -1.55941  0.25
H -0.61619 -1.20128 -1.94483  0.24
H 1.39019 1.00170 -0.19250  0.23
H 1.26952 0.32298 1.40842  0.21
H -0.88315 1.49316 1.60275  0.38
H -0.00442 2.65262 0.78472  0.42

Charge = +1
Highest occupied orbital energy = -14.302 eV
SMILES = C=[N+](C)CN
Spin multiplicity = 1
HOMO-LUMO gap = 9.314 eV

---

Of them, *A* has the lowest stability.